Entry 1:
Formula: C6H11N3OS
Source: the OMol25 dataset
Level of theory: wB97M-V/def2-TZVPD

Each atom is followed by the atoms it is bonded to, with distances in Å.
CARTESIAN COORDINATES (ANGSTROEM)
1 C -3.057 1.873 -0.065  C2 1.553, H12 1.139, H13 1.059, H14 1.149
2 C -3.298 0.470 -0.687  C1 1.553, O3 1.368, H15 1.076, H16 1.063
3 O -2.180 -0.313 -0.603  C2 1.368, C4 1.463
4 C -2.034 -0.931 0.715  O3 1.463, C5 1.592, H17 1.087, H18 1.169
5 C -0.699 -1.762 0.465  C4 1.592, C6 1.532, H19 1.163, H20 1.146
6 C 0.496 -0.892 0.062  C5 1.532, N7 1.253, S11 1.733
7 N 1.320 -1.353 -0.762  C6 1.253, N8 1.354
8 N 2.419 -0.586 -0.957  N7 1.354, C9 1.329
9 C 2.447 0.493 -0.182  N8 1.329, N10 1.377, S11 1.729
10 N 3.588 1.260 -0.117  C9 1.377, H21 1.029, H22 0.994
11 S 1.130 0.462 0.939  C6 1.733, C9 1.729
12 H -3.872 2.511 -0.539  C1 1.139
13 H -2.113 2.246 -0.365  C1 1.059
14 H -3.133 1.934 1.081  C1 1.149
15 H -3.287 0.795 -1.712  C2 1.076
16 H -4.201 0.041 -0.324  C2 1.063
17 H -2.878 -1.598 0.869  C4 1.087
18 H -2.038 -0.162 1.595  C4 1.169
19 H -0.853 -2.501 -0.420  C5 1.163
20 H -0.368 -2.292 1.425  C5 1.146
21 H 4.160 1.174 -0.967  N10 1.029
22 H 3.528 2.214 0.152  N10 0.994

Values from the calculation:
Kohn-Sham gap = 9.3 eV
F_max = 3.46 eV/A
charge = 0
molecular weight = 173.24 g/mol
total energy = -872.85233 Ha
energy above the lowest of the compared OMol25 structures with the same formula, charge and spin = 1.9685 eV

Atom charges from the Mulliken analysis, given in e for atoms 1 to 5:
1 C -1.07
2 C -0.40
3 O -0.29
4 C -0.51
5 C -0.32

Entry 2:
Formula: C6H11N4
Source: the OMol25 dataset
Level of theory: wB97M-V/def2-TZVPD

Each atom is followed by the atoms it is bonded to, with distances in Å.
CARTESIAN COORDINATES (ANGSTROEM)
1 C 0.908 2.349 -0.618  C3 1.409, N7 1.146
2 C 0.800 0.355 -1.719  C3 1.487, N8 1.242, N9 1.432
3 C 1.353 1.017 -0.507  C1 1.409, C2 1.487, H11 1.037
4 C -0.149 0.206 0.693  C6 1.442, N10 1.497, H12 1.026
5 C -0.194 -1.525 2.448  C6 1.574, H13 1.141, H14 1.024, H15 1.049
6 C 0.021 -1.208 0.922  C4 1.442, C5 1.574, H16 1.132, H17 1.117
7 N 0.301 3.308 -0.780  C1 1.146
8 N 1.421 0.034 -2.746  C2 1.242, H18 1.015
9 N -0.602 0.100 -1.570  C2 1.432, N10 1.510, H19 1.008
10 N -1.259 0.494 -0.269  C4 1.497, N9 1.510, H20 1.031, H21 1.011
11 H 2.279 0.838 -0.074  C3 1.037
12 H -0.192 0.824 1.511  C4 1.026
13 H -1.250 -1.122 2.605  C5 1.141
14 H 0.456 -0.963 3.005  C5 1.024
15 H -0.091 -2.555 2.617  C5 1.049
16 H -0.815 -1.814 0.456  C6 1.132
17 H 0.896 -1.753 0.494  C6 1.117
18 H 0.983 -0.397 -3.553  N8 1.015
19 H -1.260 -0.065 -2.316  N9 1.008
20 H -2.276 0.395 -0.132  N10 1.031
21 H -1.330 1.483 -0.464  N10 1.011

Values from the calculation:
Kohn-Sham gap = 10.0 eV
F_max = 4.88 eV/A
charge = +1
molecular weight = 139.18 g/mol
total energy = -453.82047 Ha
energy above the lowest of the compared OMol25 structures with the same formula, charge and spin = 5.3818 eV

Atom charges from the Mulliken analysis, given in e for atoms 1 to 5:
1 C 0.34
2 C 0.51
3 C -0.39
4 C -0.39
5 C -1.34

Entry 3:
Formula: C6H11N5
Source: the OMol25 dataset
Level of theory: wB97M-V/def2-TZVPD

Each atom is followed by the atoms it is bonded to, with distances in Å.
CARTESIAN COORDINATES (ANGSTROEM)
1 C -1.142 -3.101 1.015  N7 1.353, N8 1.306, H12 1.070
2 C 0.774 -2.388 0.561  N7 1.315, N10 1.368, N11 1.363
3 C 0.137 -0.170 -2.075  N9 1.228, H13 1.080
4 C -0.581 2.368 0.066  C5 1.523, H14 1.089, H15 1.088, H16 1.089
5 C -0.958 0.952 0.479  C4 1.523, C6 1.496, H17 1.091, H18 1.095
6 C 0.129 -0.030 0.178  C5 1.496, N10 1.381, H19 1.080
7 N 0.144 -3.498 0.877  C1 1.353, C2 1.315
8 N -1.345 -1.827 0.809  C1 1.306, N10 1.355
9 N 1.185 -0.666 -2.483  C3 1.228, H20 1.022
10 N -0.110 -1.344 0.532  C2 1.368, C6 1.381, N8 1.355
11 N 2.113 -2.229 0.362  C2 1.363, H21 1.007, H22 1.009
12 H -1.924 -3.785 1.266  C1 1.070
13 H -0.792 0.161 -2.515  C3 1.080
14 H -1.355 3.070 0.373  C4 1.089
15 H 0.356 2.667 0.532  C4 1.088
16 H -0.461 2.437 -1.014  C4 1.089
17 H -1.874 0.638 -0.024  C5 1.091
18 H -1.166 0.922 1.554  C5 1.095
19 H 1.152 0.284 0.321  C6 1.080
20 H 1.323 -0.841 -3.480  N9 1.022
21 H 2.598 -3.105 0.257  N11 1.007
22 H 2.362 -1.538 -0.329  N11 1.009

Values from the calculation:
Kohn-Sham gap (alpha / beta) = 8.6 / 8.6 eV
F_max = 4.11 eV/A
charge = 0
molecular weight = 153.19 g/mol
total energy = -508.91815 Ha
energy above the lowest of the compared OMol25 structures with the same formula, charge and spin = 2.6115 eV

Atom charges from the Mulliken analysis, given in e for atoms 1 to 5:
1 C -0.11
2 C 0.47
3 C -0.15
4 C -1.28
5 C -0.26

Entry 4:
Formula: C6H11N5O2
Source: the OMol25 dataset
Level of theory: wB97M-V/def2-TZVPD

Each atom is followed by the atoms it is bonded to, with distances in Å.
CARTESIAN COORDINATES (ANGSTROEM)
1 C -1.328 -0.722 0.168  C2 1.365, C4 1.541, N7 1.305
2 C -0.759 -0.692 1.408  C1 1.365, N8 1.388, N9 1.445
3 C -2.280 2.489 2.437  O12 1.131, O13 1.122
4 C -0.540 -0.131 -1.017  C1 1.541, C5 1.496, H14 1.108, H15 1.059
5 C 0.915 0.123 -0.784  C4 1.496, C6 1.503, N10 1.447, H16 1.130
6 C 1.237 0.335 0.669  C5 1.503, N8 1.337, N11 1.404
7 N -2.503 -1.278 0.052  C1 1.305, H17 1.037
8 N 0.455 -0.073 1.675  C2 1.388, C6 1.337, H18 0.933
9 N -1.482 -1.030 2.613  C2 1.445, H19 1.026, H20 0.997
10 N 1.298 1.202 -1.669  C5 1.447, H21 1.018, H22 0.952
11 N 2.059 1.436 0.957  C6 1.404, H23 0.961, H24 0.930
12 O -1.161 2.421 2.589  C3 1.131
13 O -3.387 2.656 2.356  C3 1.122
14 H -0.570 -0.808 -1.893  C4 1.108
15 H -1.158 0.671 -1.328  C4 1.059
16 H 1.454 -0.823 -1.088  C5 1.130
17 H -2.851 -1.214 -0.922  N7 1.037
18 H 0.684 0.134 2.555  N8 0.933
19 H -1.420 -2.046 2.740  N9 1.026
20 H -2.448 -0.873 2.425  N9 0.997
21 H 0.813 1.038 -2.549  N10 1.018
22 H 1.238 2.002 -1.156  N10 0.952
23 H 2.718 1.553 0.268  N11 0.961
24 H 1.945 1.944 1.727  N11 0.930

Values from the calculation:
Kohn-Sham gap (alpha / beta) = 6.4 / 6.8 eV
F_max = 7.12 eV/A
charge = 0
molecular weight = 185.19 g/mol
total energy = -659.41653 Ha
energy above the lowest of the compared OMol25 structures with the same formula, charge and spin = 1.6779 eV

Atom charges from the Mulliken analysis, given in e for atoms 1 to 5:
1 C 0.29
2 C -0.01
3 C 0.64
4 C -0.99
5 C 0.35

Entry 5:
Formula: C6H11NO
Source: the OMol25 dataset
Level of theory: wB97M-V/def2-TZVPD

Each atom is followed by the atoms it is bonded to, with distances in Å.
CARTESIAN COORDINATES (ANGSTROEM)
1 C -1.443 -0.587 1.813  C2 1.334, H9 1.021, H10 1.036
2 C -0.678 -1.178 0.894  C1 1.334, C3 1.450, C4 1.465
3 C -1.267 -2.361 0.295  C2 1.450, H11 1.062, H12 1.202, H13 1.145
4 C 0.507 -0.513 0.347  C2 1.465, C5 1.494, H14 1.140, H15 1.076
5 C 0.284 0.932 0.044  C4 1.494, N6 1.482, C7 1.649, H16 1.186
6 N -0.739 1.436 -0.902  C5 1.482, H17 1.039, H18 1.012
7 C 1.664 1.478 -0.676  C5 1.649, O8 1.230, H19 1.112
8 O 2.012 0.752 -1.604  C7 1.230
9 H -2.354 -1.011 1.996  C1 1.021
10 H -1.087 0.214 2.364  C1 1.036
11 H -1.763 -1.922 -0.534  C3 1.062
12 H -2.096 -3.038 0.842  C3 1.202
13 H -0.461 -3.019 -0.181  C3 1.145
14 H 1.416 -0.607 1.028  C4 1.140
15 H 0.869 -1.032 -0.524  C4 1.076
16 H 0.022 1.686 0.921  C5 1.186
17 H -1.289 2.296 -0.707  N6 1.039
18 H -0.541 1.206 -1.868  N6 1.012
19 H 1.965 2.533 -0.490  C7 1.112

Values from the calculation:
Kohn-Sham gap = 9.7 eV
F_max = 5.57 eV/A
charge = 0
molecular weight = 113.16 g/mol
total energy = -365.10825 Ha
energy above the lowest of the compared OMol25 structures with the same formula, charge and spin = 3.3530 eV

Atom charges from the Mulliken analysis, given in e for atoms 1 to 5:
1 C -1.33
2 C 0.93
3 C -1.24
4 C -0.75
5 C 0.05

molecular weight of number 3 (C6H11N5)?
153.19 g/mol

Please write out number 3 again, unchanged.
Formula: C6H11N5
Source: the OMol25 dataset
Level of theory: wB97M-V/def2-TZVPD

Each atom is followed by the atoms it is bonded to, with distances in Å.
CARTESIAN COORDINATES (ANGSTROEM)
1 C -1.142 -3.101 1.015  N7 1.353, N8 1.306, H12 1.070
2 C 0.774 -2.388 0.561  N7 1.315, N10 1.368, N11 1.363
3 C 0.137 -0.170 -2.075  N9 1.228, H13 1.080
4 C -0.581 2.368 0.066  C5 1.523, H14 1.089, H15 1.088, H16 1.089
5 C -0.958 0.952 0.479  C4 1.523, C6 1.496, H17 1.091, H18 1.095
6 C 0.129 -0.030 0.178  C5 1.496, N10 1.381, H19 1.080
7 N 0.144 -3.498 0.877  C1 1.353, C2 1.315
8 N -1.345 -1.827 0.809  C1 1.306, N10 1.355
9 N 1.185 -0.666 -2.483  C3 1.228, H20 1.022
10 N -0.110 -1.344 0.532  C2 1.368, C6 1.381, N8 1.355
11 N 2.113 -2.229 0.362  C2 1.363, H21 1.007, H22 1.009
12 H -1.924 -3.785 1.266  C1 1.070
13 H -0.792 0.161 -2.515  C3 1.080
14 H -1.355 3.070 0.373  C4 1.089
15 H 0.356 2.667 0.532  C4 1.088
16 H -0.461 2.437 -1.014  C4 1.089
17 H -1.874 0.638 -0.024  C5 1.091
18 H -1.166 0.922 1.554  C5 1.095
19 H 1.152 0.284 0.321  C6 1.080
20 H 1.323 -0.841 -3.480  N9 1.022
21 H 2.598 -3.105 0.257  N11 1.007
22 H 2.362 -1.538 -0.329  N11 1.009

Values from the calculation:
Kohn-Sham gap (alpha / beta) = 8.6 / 8.6 eV
F_max = 4.11 eV/A
charge = 0
molecular weight = 153.19 g/mol
total energy = -508.91815 Ha
energy above the lowest of the compared OMol25 structures with the same formula, charge and spin = 2.6115 eV

Atom charges from the Mulliken analysis, given in e for atoms 1 to 5:
1 C -0.11
2 C 0.47
3 C -0.15
4 C -1.28
5 C -0.26

Look up the energy above the lowest of the compared OMol25 structures with the same formula, charge and spin of the second one.
5.3818 eV